No. 1
# C15H32N5OP3Pt

A molecular structure, C15H32N5OP3Pt in a non-equilibrium geometry (ωB97M-V with the def2-TZVPD basis set, the OMol25 dataset).

Summary:
Multiplicity ... 4
Molecular weight ... 586.46 g/mol
HOMO level (alpha / beta) ... -8.017 / -10.411 eV
Net charge ... +1

Positions of all 57 atoms, in Å:
1 Pt 0.485 -0.144 -0.534
2 P 1.061 2.014 -0.553
3 P 2.086 -1.576 0.154
4 N -0.983 0.519 -1.861
5 N -0.404 -1.858 -1.219
6 H -2.848 -0.133 -2.674
7 H -2.427 -2.454 -1.488
8 H -2.655 -0.167 -0.874
9 C -2.137 -0.332 -1.854
10 H -1.527 -2.084 -2.987
11 C -1.674 -1.779 -1.930
12 H -2.114 2.173 -1.166
13 H -0.237 -3.916 -1.586
14 C -1.332 1.928 -1.926
15 C 0.246 -3.027 -1.144
16 H -0.380 3.813 -1.283
17 C -0.114 2.834 -1.709
18 H 0.405 3.017 -2.659
19 H 3.364 -1.332 -0.385
20 H 2.289 -1.809 1.544
21 H 2.383 2.219 -1.033
22 H 0.915 2.764 0.658
23 O 3.019 -0.657 -2.865
24 C 2.403 -0.439 -3.907
25 C 2.423 0.916 -4.591
26 C 1.537 -1.481 -4.574
27 H -1.775 2.129 -2.889
28 H 1.835 1.620 -3.993
29 H 3.448 1.288 -4.627
30 H 2.002 0.865 -5.598
31 H 0.868 -1.935 -3.830
32 H 0.927 -1.043 -5.370
33 H 2.173 -2.268 -4.999
34 C 1.478 -3.091 -0.530
35 H 2.038 -4.022 -0.474
36 C -0.256 -0.570 4.734
37 N 0.413 0.673 4.282
38 C -0.567 1.782 4.255
39 N -1.744 1.469 3.410
40 C -2.374 0.210 3.866
41 N -1.420 -0.923 3.887
42 C -1.024 -1.332 2.541
43 P -0.195 0.076 1.676
44 C 1.080 0.501 2.996
45 C -1.428 1.439 1.992
46 H -0.617 -0.411 5.765
47 H 0.470 -1.394 4.700
48 H -0.074 2.682 3.860
49 H -0.925 1.953 5.285
50 H -3.201 -0.034 3.185
51 H -2.748 0.369 4.892
52 H -0.331 -2.184 2.590
53 H -1.910 -1.625 1.962
54 H 1.593 1.428 2.712
55 H 1.822 -0.304 3.077
56 H -2.339 1.239 1.409
57 H -1.003 2.403 1.677

No. 2
# C13H18Br2N2S

2 unconnected molecules or ions with the total composition C13H18Br2N2S in a non-equilibrium geometry (ωB97M-V with the def2-TZVPD basis set, the OMol25 dataset).

Summary:
Molecular weight ... 394.18 g/mol
HOMO level ... -8.372 eV

Positions of all 36 atoms, in Å:
1 C 3.057 -1.721 1.472
2 C 2.458 -0.469 0.656
3 C 1.937 -0.928 -0.825
4 C 1.387 0.417 1.458
5 C 0.263 -0.422 2.251
6 C -1.155 -0.343 1.492
7 C -1.882 1.006 1.333
8 C -3.305 1.115 0.630
9 C -3.930 -0.203 0.100
10 C -3.159 -1.567 0.255
11 N -3.514 -2.903 -0.166
12 S -2.321 -4.038 0.301
13 N -1.135 -3.037 1.079
14 C -1.750 -1.719 0.957
15 H 2.796 -1.690 2.595
16 H 4.183 -1.835 1.286
17 H 2.574 -2.671 1.013
18 H 3.356 0.233 0.436
19 H 2.464 -1.906 -1.155
20 H 0.798 -0.989 -0.898
21 H 2.281 -0.092 -1.554
22 H 0.820 1.040 0.658
23 H 1.870 1.208 2.155
24 H 0.501 -1.527 2.410
25 H 0.101 0.112 3.268
26 H -1.357 1.940 1.763
27 H -3.780 2.146 0.553
28 H -4.944 -0.205 -0.425
29 Br -1.534 1.243 -1.996
30 C -0.384 2.081 -3.328
31 C 0.892 2.590 -2.705
32 Br 0.589 4.248 -1.724
33 H -0.972 2.864 -3.809
34 H -0.170 1.295 -4.055
35 H 1.621 2.845 -3.475
36 H 1.341 1.884 -2.005

No. 3
# C33H35O2SiYb

A molecular structure, C33H35O2SiYb in a non-equilibrium geometry (ωB97M-V with the def2-TZVPD basis set, the OMol25 dataset).

Summary:
Multiplicity ... 2
Energy above the lowest of the compared OMol25 structures with the same formula, charge and spin ... 0.0 kcal per mole
Molecular weight ... 664.77 g/mol
HOMO level (alpha / beta) ... 1.427 / 0.521 eV
Net charge ... -2

Positions of all 72 atoms, in Å:
1 Yb 1.267 -0.005 -0.579
2 C -0.536 1.333 -2.174
3 C 0.638 2.128 -2.081
4 C 1.647 1.511 -2.870
5 H 0.724 3.062 -1.529
6 C 1.098 0.327 -3.440
7 C -0.254 0.215 -3.007
8 H -0.972 -0.559 -3.297
9 H -1.506 1.552 -1.727
10 H 2.647 1.902 -3.052
11 H 1.599 -0.351 -4.134
12 C 1.488 -2.590 0.426
13 C 0.462 -2.802 -0.542
14 C 1.052 -2.691 -1.836
15 H -0.582 -3.066 -0.339
16 C 2.438 -2.413 -1.663
17 C 2.708 -2.347 -0.264
18 H 3.683 -2.206 0.196
19 H 1.363 -2.656 1.506
20 H 0.528 -2.843 -2.789
21 H 3.169 -2.352 -2.468
22 O 1.904 1.922 0.673
23 C 5.579 -0.085 -2.060
24 C 5.439 1.123 -1.436
25 C 5.165 -0.274 -3.492
26 C 6.198 -1.247 -1.326
27 C 3.068 2.252 0.381
28 H 5.065 1.988 -1.973
29 H 5.851 1.267 -0.433
30 H 3.905 1.957 1.037
31 H 3.271 2.866 -0.512
32 H 6.027 -0.592 -4.103
33 H 4.806 0.687 -3.886
34 H 4.372 -1.033 -3.612
35 H 7.268 -1.336 -1.582
36 H 5.729 -2.212 -1.579
37 H 6.143 -1.080 -0.236
38 O -0.324 -0.081 0.748
39 Si -1.771 0.165 1.351
40 C -2.424 -1.276 2.335
41 C -3.767 -1.266 2.730
42 C -4.318 -2.379 3.375
43 C -3.522 -3.500 3.627
44 C -2.174 -3.499 3.253
45 C -1.619 -2.377 2.625
46 C -1.810 1.675 2.423
47 C -1.493 2.933 1.895
48 C -1.633 4.082 2.683
49 C -2.038 3.970 4.020
50 C -2.284 2.707 4.570
51 C -2.154 1.562 3.774
52 C -3.042 0.292 -0.016
53 C -3.775 1.457 -0.252
54 C -4.710 1.499 -1.296
55 C -4.939 0.364 -2.080
56 C -4.221 -0.811 -1.831
57 C -3.274 -0.843 -0.802
58 H -4.394 -0.393 2.530
59 H -5.366 -2.359 3.679
60 H -3.951 -4.372 4.121
61 H -1.546 -4.370 3.448
62 H -0.561 -2.356 2.355
63 H -1.137 3.026 0.865
64 H -1.434 5.065 2.248
65 H -2.164 4.868 4.631
66 H -2.589 2.609 5.614
67 H -2.337 0.578 4.209
68 H -3.621 2.336 0.377
69 H -5.261 2.422 -1.487
70 H -5.679 0.390 -2.883
71 H -4.392 -1.706 -2.432
72 H -2.724 -1.768 -0.604

No. 4
# CH8FO4PSi2

A molecular structure, CH8FO4PSi2 in a non-equilibrium geometry (ωB97M-V with the def2-TZVPD basis set, the OMol25 dataset).

Summary:
Molecular weight ... 190.22 g/mol
HOMO level ... -10.109 eV

Positions of all 17 atoms, in Å:
1 O -2.771 0.271 -2.122
2 P -1.432 0.528 -1.272
3 O -1.908 0.384 0.425
4 O -0.862 2.184 -1.558
5 C -0.010 -0.681 -1.759
6 Si 1.366 -0.547 -0.389
7 O 1.109 -1.621 0.977
8 Si 0.994 -0.756 2.502
9 F 0.349 0.885 2.389
10 H -2.640 1.091 0.504
11 H -0.679 2.556 -0.644
12 H -0.370 -1.779 -1.941
13 H 0.464 -0.224 -2.750
14 H 2.668 -0.895 -1.011
15 H 1.438 0.848 0.024
16 H 2.246 -0.727 3.279
17 H 0.038 -1.516 3.345

No. 5
# C6H13NO

2 unconnected molecules or ions with the total composition C6H13NO in a non-equilibrium geometry (ωB97M-V with the def2-TZVPD basis set, the OMol25 dataset).

Summary:
Energy above the lowest of the compared OMol25 structures with the same formula, charge and spin ... 37.5 kcal per mole
Molecular weight ... 115.18 g/mol
HOMO level ... -9.312 eV

Positions of all 21 atoms, in Å:
1 C 1.161 0.360 0.548
2 C -2.580 -1.002 -0.429
3 C -0.353 1.657 -1.095
4 C 1.546 -0.747 -0.437
5 C 1.255 -0.119 1.991
6 N -1.819 -1.022 -1.430
7 C -0.270 0.908 0.206
8 O -1.151 0.893 1.029
9 H -1.316 -1.900 -1.566
10 H 1.840 1.207 0.403
11 H -3.195 -0.124 -0.281
12 H -2.724 -1.794 0.309
13 H -0.659 0.946 -1.865
14 H 0.596 2.104 -1.374
15 H -1.127 2.419 -1.043
16 H 1.494 -0.403 -1.467
17 H 0.999 0.686 2.676
18 H 0.569 -0.947 2.158
19 H 0.895 -1.610 -0.309
20 H 2.568 -1.072 -0.247
21 H 2.269 -0.440 2.222

No. 6
# C4H2O

A molecular structure, C4H2O in a non-equilibrium geometry (ωB97M-V with the def2-TZVPD basis set, the OMol25 dataset).

Summary:
Energy above the lowest of the compared OMol25 structures with the same formula, charge and spin ... 88.4 kcal per mole
Molecular weight ... 66.06 g/mol
HOMO level ... -10.451 eV

Positions of all 7 atoms, in Å:
1 C -1.725 -0.036 -0.129
2 C -2.944 -0.464 -0.207
3 C 0.743 -0.493 0.138
4 C -0.433 0.367 -0.092
5 O 1.812 -0.320 -0.415
6 H 0.565 -1.290 0.772
7 H -0.342 1.749 0.001

Number 1: E_tot -2082.7834 Ha. Number 2: E_tot -6161.6682 Ha. Number 3: E_tot -2877.1857 Ha. Number 4: E_tot -1364.2074 Ha. Number 5: E_tot -366.3741 Ha. Number 6: E_tot -228.6185 Ha.